No. 1
C3H16O5 | ωB97M-V with the def2-TZVPD basis set

```
24
C3H16O5 | OMol25 | ωB97M-V with the def2-TZVPD basis set
O 0.0121 -7.6558 -1.7289
O -2.3332 -10.5705 -3.8470
O 0.1509 -10.1446 -2.6478
O 0.0996 -11.9991 -0.6692
O 1.4633 -8.8415 -4.8245
C -1.0917 -6.7621 -1.8401
C -1.3424 -12.1575 -0.3748
C -1.8776 -9.6672 -4.8571
H -1.8940 -7.0139 -1.1465
H -1.4943 -6.8862 -2.8454
H 2.2507 -8.4180 -4.4826
H -1.9116 -11.2329 -0.4714
H -1.3944 -12.4973 0.6597
H -1.8800 -12.8527 -1.0197
H -1.5862 -10.8791 -3.3290
H 0.7207 -7.1790 -1.2906
H -0.7346 -5.7511 -1.6439
H -1.1241 -10.2364 -5.4014
H 0.6974 -9.9968 -3.4196
H 0.9476 -8.1256 -5.1956
H -1.4100 -8.8117 -4.3697
H 0.0828 -9.2843 -2.2336
H 0.1213 -11.4633 -1.4654
H -2.7601 -9.4374 -5.4540
```

As for the structure (SMILES): CO.CO.CO.O.O. The calculation puts the calculated total energy at -13606.7013 eV. The value obtained for the HOMO energy is -9.46 eV. The calculation puts the HOMO-LUMO gap at 9.555 eV. Its charge is 0. Its energy above the lowest of the compared OMol25 structures with the same formula, charge and spin is 41.7 kcal/mol.

No. 2
C6H7CdNO4 | ωB97M-V with the def2-TZVPD basis set

```
19
C6H7CdNO4 | OMol25 | ωB97M-V with the def2-TZVPD basis set
Cd 0.0062 -0.0098 0.0901
O -0.2430 0.1606 2.1254
O 2.5521 -1.4749 -1.0399
O -2.5536 -1.4725 -1.0439
O 0.0001 2.9507 -1.0434
N 0.4576 -0.2201 4.1274
C -1.6193 -0.9345 -0.6649
C 0.7058 -0.3716 2.9172
C 1.6187 -0.9355 -0.6631
C 1.4233 -0.7580 5.0926
C -0.7734 0.4793 4.6207
C 0.0009 1.8715 -0.6651
H 1.5841 -0.8743 2.4555
H -0.7714 1.4972 4.2490
H -0.7766 0.4913 5.7029
H 1.5132 -1.8320 4.9234
H 2.3890 -0.2831 4.9104
H -1.6460 -0.0516 4.2629
H 1.1102 -0.5724 6.1020
```

The calculation puts the calculated total energy at -20560.2231 eV. The value obtained for the HOMO energy is -17.80 eV. The calculation puts the HOMO-LUMO gap at 8.815 eV. Its charge is +2.

No. 3
CHNO4 | ωB97M-V with the def2-TZVPD basis set

```
7
CHNO4 | OMol25 | ωB97M-V with the def2-TZVPD basis set
O 0.5553 1.0827 -0.8627
O -2.1137 -0.6325 -1.4404
O 1.2804 -0.4736 1.4503
O -0.0483 -0.2118 1.1566
N -0.2593 0.3056 -0.3137
C -1.1279 -0.3329 -0.9253
H 1.7134 0.2626 0.9352
```

As for the structure (SMILES): O=C=[N+]([O-])OO. The calculation puts the calculated total energy at -10724.9973 eV. The value obtained for the HOMO energy is -9.63 eV. The calculation puts the HOMO-LUMO gap at 8.578 eV. Its charge is 0. Its energy above the lowest of the compared OMol25 structures with the same formula, charge and spin is 142.1 kcal/mol.

No. 4
C11H16N4O3 | ωB97M-V with the def2-TZVPD basis set

```
34
C11H16N4O3 | OMol25 | ωB97M-V with the def2-TZVPD basis set
O -0.5349 -2.3037 2.8028
O -0.1098 -0.8948 -2.0645
O -1.3480 -0.1974 2.7288
N -2.6234 1.5327 -1.3001
N 3.8192 -2.5654 2.4056
N 2.3788 -0.9579 2.9851
N -1.0262 -0.2966 -0.0751
C -0.9361 2.8175 -2.3235
C -0.9318 -0.2597 -1.4278
C -2.3138 2.8761 -1.7105
C 3.3438 -1.7372 3.3878
C 2.2758 -1.2404 1.6145
C -0.7590 -1.1132 2.2086
C 3.1609 -2.2063 1.2346
C -1.8858 0.6482 -2.1816
C 1.2837 -0.4526 0.8064
C -1.1213 1.5616 -3.1573
C -0.1536 -1.0576 0.8031
H -0.2109 2.6482 -1.5114
H -1.7492 1.7843 -4.0295
H -3.0487 3.2575 -2.4567
H 3.7368 -1.7679 4.4337
H -0.2189 1.0877 -3.5311
H -1.5794 0.3710 0.4309
H -3.6106 1.3470 -1.3553
H 1.2331 0.5479 1.1750
H -0.6324 3.7325 -2.8981
H -0.0655 -2.0593 0.4349
H 4.6078 -3.1846 2.4931
H -2.5645 -0.0224 -2.7508
H -2.3620 3.5828 -0.8534
H 1.6381 -0.4862 -0.2753
H -1.0106 -2.2449 3.6840
H 3.3186 -2.7469 0.2730
```

As for the structure (SMILES): O=C(O)[C@H](Cc1c[nH]cn1)NC(=O)[C@@H]1CCCN1. The calculation puts the calculated total energy at -23770.5255 eV. The value obtained for the HOMO energy is -8.74 eV. The calculation puts the HOMO-LUMO gap at 9.529 eV. Its charge is 0. Its energy above the lowest of the compared OMol25 structures with the same formula, charge and spin is 10.9 kcal/mol.

No. 5
C14H18N2 | ωB97M-V with the def2-TZVPD basis set

```
34
C14H18N2 | OMol25 | ωB97M-V with the def2-TZVPD basis set
N -2.2089 -1.0664 -1.0178
N -2.3297 2.5497 0.7644
C 4.3003 1.1200 -0.9544
C 0.1677 -1.4277 -0.3374
C -2.6984 -0.7480 0.3565
C 0.4493 -1.6210 1.0042
C 4.6210 0.8619 0.4042
C 0.9288 -0.6085 -1.1418
C -1.0682 -2.0141 -0.8563
C -3.2214 1.7910 -0.0945
C 2.4922 -0.3548 0.7056
C 3.0879 0.6535 -1.4141
C 2.1524 -0.0728 -0.6412
C 3.7732 0.1198 1.2063
C 1.6588 -1.1549 1.5012
C -3.7435 0.4195 0.3185
H -3.1143 -1.6596 0.8521
H -2.6489 1.6837 -1.0547
H -4.2961 0.2887 1.3026
H -4.5489 0.1093 -0.3712
H -4.0697 2.4464 -0.3853
H -1.5186 1.9333 0.8528
H 4.1288 -0.0575 2.2410
H 1.9073 -1.3761 2.5674
H 5.0255 1.6825 -1.5256
H 5.5846 1.1726 0.8394
H -2.0448 3.4227 0.1975
H -1.7927 -0.2509 -1.4075
H 2.8778 0.7334 -2.5098
H -1.0158 -2.6227 -1.8333
H -1.3608 -2.8345 -0.2001
H -1.9122 -0.5039 1.1455
H -0.1494 -2.2837 1.6073
H 0.5867 -0.3309 -2.1216
```

As for the structure (SMILES): NCCCNCc1ccc2ccccc2c1. The calculation puts the calculated total energy at -17789.1816 eV. The value obtained for the HOMO energy is -8.24 eV. The calculation puts the HOMO-LUMO gap at 8.579 eV. Its charge is 0. Its energy above the lowest of the compared OMol25 structures with the same formula, charge and spin is 0.0 kcal/mol.

No. 6
C30H28Cl2IN4O7RuS | ωB97M-V with the def2-TZVPD basis set

```
74
C30H28Cl2IN4O7RuS | OMol25 | ωB97M-V with the def2-TZVPD basis set
I -1.3992 3.4945 -3.0915
Ru -0.1352 0.9820 -0.8551
Cl 0.8798 2.1542 6.7332
Cl -1.1188 -1.5390 3.4218
S -0.7081 -2.1379 0.2968
O -0.5950 -1.2944 -0.9243
O -1.7205 1.8843 0.6012
O 1.4881 2.3875 0.4891
O 0.0638 0.1015 1.3378
O 5.0979 -0.1914 4.5363
O -3.5472 -0.2617 -2.9049
O 6.8729 0.4630 3.3810
N -4.9265 0.4109 -1.2377
N 2.2228 0.2358 -1.0650
N -2.6077 0.7857 -1.1223
N 0.3340 0.4642 -2.9573
C 4.2519 1.0191 0.0348
C 4.7829 0.1488 2.2215
C 0.6750 1.5506 5.1377
C -3.6402 0.2857 -1.8235
C -5.0852 0.9300 -0.0040
C 1.6452 0.4446 -3.3407
C -0.0699 0.3863 4.9287
C 2.6065 0.3769 -2.3192
C 5.5683 0.1183 3.4717
C -2.7407 1.3730 0.0782
C 0.9817 0.3957 -5.6573
C 2.8275 -0.6438 1.0614
C -4.0355 1.4035 0.7030
C 3.0994 0.2087 -0.0252
C -0.3483 0.3171 -5.2278
C 0.2687 0.5799 2.4840
C -0.0849 2.9778 -1.5076
C -2.5106 -2.5572 0.4119
C -0.6153 0.3723 -3.8734
C 1.6507 2.5024 1.6956
C -1.4143 -4.7346 0.1973
C -0.3209 -3.8301 -0.3321
C 1.9759 0.4433 -4.7162
C 1.2369 2.2146 4.0704
C 5.0809 0.9719 1.1313
C 3.6337 -0.6458 2.1685
C -6.0493 0.0381 -2.0645
C 1.0436 1.7628 2.7612
C -0.2389 -0.0831 3.6532
C -2.7242 -3.9897 -0.0525
H 7.1466 0.5914 2.4643
H 1.9528 -1.2743 1.0091
H 1.8069 3.1167 4.2389
H 2.3724 3.2644 2.0437
H -6.1958 0.7981 -2.8340
H -2.9673 -4.0108 -1.1161
H -2.7816 -2.4185 1.4555
H 1.2163 0.4092 -6.7101
H -0.5208 -0.1333 5.7606
H 3.0163 0.4853 -4.9962
H -1.6398 0.3390 -3.5231
H -1.2788 -4.8939 1.2693
H 3.6626 0.3371 -2.5859
H -6.0962 0.9372 0.3851
H 4.4533 1.7172 -0.7650
H -4.1332 1.8190 1.6887
H -3.0219 -1.8255 -0.2072
H 0.9289 3.2178 -1.8392
H 5.9389 1.6315 1.1611
H -0.3667 3.6234 -0.6719
H 3.4158 -1.2643 3.0242
H -6.9445 -0.0545 -1.4547
H -1.1683 0.2299 -5.9179
H -5.8286 -0.9036 -2.5668
H -1.3982 -5.7053 -0.3034
H 0.6722 -4.1023 0.0130
H -3.5505 -4.4468 0.4925
H -0.3422 -3.7606 -1.4170
```

The calculation puts the calculated total energy at -98417.8646 eV. The value obtained for the HOMO energy (alpha / beta) is -6.40 / -7.46 eV. The calculation puts the HOMO-LUMO gap (alpha / beta) at 4.906 / 5.888 eV. Its charge is 0. As for the spin multiplicity: 6. Its energy above the lowest of the compared OMol25 structures with the same formula, charge and spin is 21.7 kcal/mol.

No. 7
C8H11FNOP | ωB97M-V with the def2-TZVPD basis set

```
23
C8H11FNOP | OMol25 | ωB97M-V with the def2-TZVPD basis set
P 1.2993 -1.0845 -0.3477
F 4.5285 1.9094 0.8093
O 2.5098 -0.4504 0.1150
N 0.3144 -1.4664 1.1738
C -1.8242 2.0699 -1.5588
C -1.8659 0.7697 -2.1231
C -0.9633 -0.2682 -1.6957
C 0.1729 1.5121 -0.3624
C 0.9444 -1.5447 2.2976
C -0.7618 2.4775 -0.7043
C -0.9496 -2.1300 0.9227
C 0.0459 0.2054 -0.8482
H 0.3746 -2.1245 2.9688
H -0.9040 -3.0961 1.4217
H 0.8817 1.4557 0.4616
H -1.7707 -1.5790 1.1868
H -1.0196 -1.3146 -1.9978
H 1.8363 -1.0205 2.4089
H -2.5832 2.8789 -1.6878
H -1.1100 -2.0774 -0.1152
H -2.7117 0.3670 -2.6803
H 4.4024 1.0526 0.5235
H -0.8464 3.4580 -0.1685
```

The calculation puts the calculated total energy at -24016.4808 eV. The value obtained for the HOMO energy (alpha / beta) is -7.92 / -7.92 eV. The calculation puts the HOMO-LUMO gap (alpha / beta) at 7.528 / 7.527 eV. Its charge is 0. Its energy above the lowest of the compared OMol25 structures with the same formula, charge and spin is 30.8 kcal/mol.